Entry 1:
A molecular structure, C35H59HoNP2. Source: the Open Molecules 2025 dataset; level of theory: the ωB97M-V functional and the def2-TZVPD basis.

Structure (XYZ):
```
98
Properties=species:S:1:pos:R:3
Ho -1.025 1.138 0.186
C -0.455 3.556 0.582
C -0.524 3.362 -0.837
C -2.634 2.957 0.036
C -1.768 3.338 1.111
C -1.856 2.964 -1.175
C 0.718 4.038 1.359
H 1.656 3.596 0.996
H 0.626 3.774 2.421
H 0.823 5.134 1.302
C -2.238 3.630 2.488
H -1.403 3.605 3.199
H -2.977 2.881 2.799
H -2.721 4.621 2.562
C -4.103 2.750 0.172
H -4.606 3.711 0.350
H -4.346 2.090 1.020
H -4.530 2.301 -0.730
C -2.358 2.705 -2.551
H -2.619 3.655 -3.048
H -3.264 2.080 -2.543
H -1.594 2.202 -3.162
C 0.563 3.589 -1.825
H 0.274 4.375 -2.537
H 0.793 2.688 -2.413
H 1.485 3.909 -1.333
C 2.575 0.181 1.744
C 3.217 1.323 1.445
C 3.705 1.800 0.109
C 3.826 0.785 -1.053
C 2.542 0.440 -1.712
C 1.619 -0.485 -1.379
C 1.448 -1.277 -0.119
C 2.566 -1.072 0.938
H 4.702 2.227 0.297
H 4.413 -0.113 -0.767
H 3.073 2.630 -0.253
H 3.541 -1.140 0.402
H 1.968 0.145 2.660
H 3.353 2.077 2.238
H 2.567 -1.938 1.628
H 0.444 -1.132 0.352
H 0.922 -0.751 -2.189
H 1.449 -2.355 -0.383
H 4.456 1.272 -1.820
H 2.337 1.052 -2.604
P 4.400 -2.404 -1.037
C 5.167 -3.152 0.435
C 5.792 -1.891 -2.101
P 2.327 -3.343 -3.180
C 3.493 -3.814 -1.774
C 3.563 -3.217 -4.533
C 1.754 -5.064 -3.484
H 4.402 -3.687 1.019
H 5.590 -2.362 1.075
H 5.965 -3.844 0.133
H 6.546 -2.684 -2.152
H 6.253 -0.995 -1.657
H 5.450 -1.623 -3.110
H 2.590 -5.729 -3.733
H 1.029 -5.044 -4.305
H 1.250 -5.429 -2.580
H 2.834 -4.239 -0.988
H 4.212 -4.591 -2.099
H 3.002 -3.145 -5.472
H 4.217 -4.096 -4.566
H 4.164 -2.307 -4.431
C -5.545 -0.393 4.264
C -4.201 -0.148 3.649
C -3.144 0.448 4.359
C -1.881 0.615 3.788
C -0.768 1.237 4.597
C -1.661 0.171 2.471
C -2.783 -0.296 1.692
C -4.006 -0.535 2.321
N -2.579 -0.378 0.309
C -3.319 -1.179 -0.685
C -3.462 -2.602 -0.143
C -4.684 -0.552 -0.989
C -2.456 -1.140 -1.951
H -5.855 -1.444 4.146
H -5.541 -0.157 5.334
H -6.316 0.222 3.776
H -3.301 0.752 5.401
H -1.153 2.072 5.210
H -0.307 0.515 5.292
H 0.043 1.626 3.953
H -0.630 -0.093 2.147
H -4.813 -0.982 1.728
H -2.467 -3.055 -0.021
H -4.050 -3.203 -0.853
H -3.970 -2.596 0.830
H -4.570 0.332 -1.634
H -5.310 -1.279 -1.525
H -5.198 -0.248 -0.067
H -2.404 -0.112 -2.357
H -1.426 -1.473 -1.739
H -2.885 -1.783 -2.729
```

Output
Expectation value of S²: 6.0056
Charge: +1
Spin multiplicity: 5
Kohn-Sham gap (spin up / spin down) (eV): 7.3 / 7.4



Entry 2:
A molecular structure, C56H40CsF3N3O6SbSi. Source: the Open Molecules 2025 dataset; level of theory: the ωB97M-V functional and the def2-TZVPD basis.

Structure (XYZ):
```
111
Properties=species:S:1:pos:R:3
Cs 0.045 0.242 -0.013
O 7.262 -2.865 1.455
C 6.605 -2.883 2.625
O 7.078 -3.455 3.574
C 5.280 -2.191 2.657
C 4.522 -1.949 1.513
C 3.301 -1.306 1.600
C 2.841 -0.850 2.828
C 3.582 -1.120 3.983
C 4.785 -1.793 3.895
N 1.629 -0.130 2.863
C 1.513 0.880 3.619
C 0.291 1.734 3.627
C 0.220 2.856 4.441
C -0.895 3.678 4.343
C -1.885 3.368 3.427
C -1.729 2.218 2.657
N -0.682 1.419 2.772
H 6.849 -2.258 0.816
H 4.866 -2.245 0.527
H 2.747 -1.118 0.683
H 3.185 -0.820 4.944
H 5.359 -2.020 4.783
H 2.352 1.207 4.243
H 1.029 3.083 5.124
H -0.980 4.561 4.963
H -2.754 3.998 3.304
H -2.462 1.919 1.911
O -3.890 4.151 -5.712
C -4.128 3.044 -5.184
O -4.975 2.184 -5.489
C -3.262 2.710 -3.944
C -2.442 3.679 -3.378
C -1.709 3.376 -2.245
N -1.754 2.190 -1.634
C -2.524 1.252 -2.195
C -3.276 1.457 -3.345
C -2.575 -0.101 -1.479
O -2.579 -1.134 -2.160
O -2.552 -0.055 -0.201
H -2.396 4.654 -3.846
H -1.053 4.117 -1.796
H -3.878 0.663 -3.764
F 0.566 -6.089 6.467
C 0.047 -5.247 5.539
C -1.174 -4.657 5.790
C -1.697 -3.795 4.835
C -1.016 -3.526 3.647
C 0.219 -4.138 3.447
C 0.762 -5.007 4.386
Sb -1.725 -2.162 2.118
C -2.959 -0.967 3.394
C -2.472 -0.484 4.609
C -3.211 0.400 5.382
C -4.443 0.803 4.908
F -5.171 1.674 5.653
C -4.960 0.359 3.711
C -4.208 -0.535 2.956
C -3.246 -3.452 1.343
C -3.756 -4.551 2.031
C -4.742 -5.348 1.467
C -5.200 -5.025 0.205
F -6.166 -5.806 -0.345
C -4.710 -3.959 -0.514
C -3.721 -3.167 0.061
H -1.696 -4.873 6.713
H -2.656 -3.323 5.025
H 0.781 -3.928 2.542
H 1.723 -5.482 4.236
H -1.494 -0.797 4.959
H -2.843 0.781 6.326
H -5.926 0.713 3.378
H -4.592 -0.881 2.004
H -3.384 -4.800 3.018
H -5.150 -6.207 1.983
H -5.079 -3.753 -1.510
H -3.311 -2.348 -0.524
C 3.429 -3.734 -5.807
C 3.389 -2.401 -6.190
C 3.211 -1.404 -5.239
C 3.059 -1.705 -3.882
C 3.084 -3.057 -3.525
C 3.279 -4.060 -4.466
Si 2.789 -0.399 -2.508
C 2.799 1.249 -3.479
C 3.868 2.138 -3.606
C 3.731 3.348 -4.277
C 2.515 3.698 -4.847
C 1.434 2.830 -4.740
C 1.579 1.631 -4.057
C 4.565 -0.409 -1.728
C 4.835 0.550 -0.734
C 6.052 0.617 -0.078
C 7.055 -0.303 -0.373
C 6.814 -1.277 -1.333
C 5.591 -1.320 -2.003
H 3.564 -4.513 -6.548
H 3.494 -2.137 -7.236
H 3.189 -0.367 -5.556
H 2.937 -3.330 -2.484
H 3.295 -5.099 -4.155
H 4.830 1.879 -3.176
H 4.579 4.020 -4.357
H 2.406 4.642 -5.366
H 0.475 3.095 -5.168
H 0.716 0.979 -3.959
H 4.060 1.268 -0.479
H 6.228 1.381 0.671
H 8.016 -0.247 0.126
H 7.590 -1.994 -1.581
H 5.438 -2.073 -2.766
```

Output
Charge: -2
Spin multiplicity: 1
Kohn-Sham gap (eV): 4.6



Entry 3:
9 unconnected molecules or ions with the total composition C48H75N11O3P2. Source: the Open Molecules 2025 dataset; level of theory: the ωB97M-V functional and the def2-TZVPD basis.

Structure (XYZ):
```
139
Properties=species:S:1:pos:R:3
C -0.865 -2.299 6.292
C -0.827 -2.297 4.954
C 0.402 -2.099 4.114
C 1.134 -3.391 3.645
C 0.477 -4.719 4.024
O 0.719 -5.000 5.413
C 1.583 -6.031 5.654
C 3.014 -5.793 5.274
O 1.200 -7.036 6.204
O 1.629 -3.240 2.311
C 1.125 -3.593 1.030
C -0.190 -2.941 0.568
N -1.334 -2.927 1.490
C 1.152 -5.127 0.769
C -0.155 -5.928 0.797
C 0.099 -7.419 1.019
C 2.235 -2.943 0.115
N 3.462 -3.711 0.287
P 1.968 -2.996 -1.691
N 3.253 -2.531 -2.462
P 2.485 -1.100 0.640
C 1.691 -0.056 -0.655
C 4.251 -0.827 0.202
C 4.574 0.671 0.185
H -1.766 -2.645 6.789
H -0.053 -1.940 6.915
H -1.776 -2.413 4.432
H 1.119 -1.493 4.675
H 0.152 -1.523 3.221
H 2.059 -3.409 4.227
H -0.605 -4.724 3.923
H 0.875 -5.537 3.428
H 3.108 -5.336 4.288
H 3.470 -5.116 5.999
H 3.533 -6.750 5.276
H 0.017 -1.897 0.313
H -0.477 -3.431 -0.371
H -1.239 -3.593 2.237
H -2.170 -3.217 1.000
H 1.605 -5.293 -0.206
H 1.859 -5.556 1.481
H -0.667 -5.816 -0.165
H -0.849 -5.582 1.558
H 0.695 -7.833 0.201
H 0.674 -7.581 1.936
H -0.834 -7.977 1.096
H 4.166 -3.425 -0.382
H 3.809 -3.622 1.232
H 0.777 -2.311 -1.967
H 1.646 -4.342 -1.947
H 3.107 -1.758 -3.095
H 2.048 0.960 -0.477
H 1.953 -0.316 -1.679
H 0.609 -0.038 -0.519
H 4.503 -1.281 -0.758
H 4.838 -1.319 0.982
H 4.115 1.198 1.024
H 5.659 0.789 0.262
H 4.283 1.121 -0.764
N -4.078 -2.049 -1.102
C -5.115 -1.197 -0.845
C -5.891 -1.136 -1.971
C -5.296 -1.984 -2.945
C -4.178 -2.532 -2.379
H -3.347 -2.267 -0.453
H -5.212 -0.709 0.110
H -6.780 -0.539 -2.087
H -5.648 -2.167 -3.946
H -3.451 -3.221 -2.774
N 8.137 0.462 1.756
C 9.284 1.190 1.930
C 10.276 0.585 1.203
C 9.702 -0.550 0.567
C 8.382 -0.597 0.927
H 7.251 0.673 2.177
H 9.298 2.067 2.553
H 11.298 0.919 1.134
H 10.203 -1.251 -0.081
H 7.601 -1.290 0.665
N 9.892 2.857 -1.704
C 10.560 1.870 -2.370
C 11.307 2.458 -3.355
C 11.077 3.862 -3.278
C 10.199 4.072 -2.248
H 9.275 2.704 -0.927
H 10.450 0.839 -2.083
H 11.948 1.940 -4.049
H 11.504 4.631 -3.901
H 9.772 4.980 -1.859
N -9.507 0.562 -2.205
C -9.118 1.004 -3.441
C -9.779 2.175 -3.695
C -10.598 2.449 -2.566
C -10.408 1.437 -1.664
H -9.184 -0.278 -1.763
H -8.408 0.451 -4.031
H -9.688 2.769 -4.588
H -11.254 3.294 -2.436
H -10.833 1.265 -0.690
N 13.664 3.446 -5.842
C 14.472 3.885 -4.830
C 15.755 3.921 -5.307
C 15.718 3.484 -6.660
C 14.413 3.197 -6.959
H 12.671 3.320 -5.772
H 14.067 4.130 -3.863
H 16.625 4.224 -4.748
H 16.553 3.389 -7.333
H 13.958 2.841 -7.866
N -0.691 2.399 7.549
C -1.239 2.336 6.296
C -0.356 1.673 5.488
C 0.769 1.325 6.284
C 0.532 1.787 7.551
H -1.120 2.831 8.344
H -2.206 2.760 6.090
H -0.498 1.458 4.442
H 1.649 0.795 5.961
H 1.124 1.731 8.448
N -13.209 5.118 -0.783
C -14.178 6.035 -0.486
C -15.090 5.434 0.340
C -14.647 4.098 0.554
C -13.489 3.936 -0.158
H -12.420 5.288 -1.378
H -14.138 7.032 -0.890
H -15.976 5.895 0.742
H -15.129 3.344 1.153
H -12.842 3.083 -0.272
N -14.324 7.186 -4.895
C -13.663 7.011 -6.080
C -13.128 5.751 -6.079
C -13.481 5.142 -4.843
C -14.217 6.054 -4.134
H -14.811 8.018 -4.624
H -13.632 7.791 -6.820
H -12.550 5.313 -6.875
H -13.226 4.148 -4.514
H -14.677 5.987 -3.163
```

Output
SMILES: C=CC[C@@H](COC(C)=O)O[C@](CN)(CCC)[C@@](N)([PH2]=N)P(C)CC.c1cc[nH]c1.c1cc[nH]c1.c1cc[nH]c1.c1cc[nH]c1.c1cc[nH]c1.c1cc[nH]c1.c1cc[nH]c1.c1cc[nH]c1
Spin multiplicity: 1
Kohn-Sham gap (eV): 8.2



Entry 4:
A molecular structure, C3H3CdLiO2. Source: the Open Molecules 2025 dataset; level of theory: the ωB97M-V functional and the def2-TZVPD basis.

Structure (XYZ):
```
10
Properties=species:S:1:pos:R:3
C 0.584 1.281 -0.231
C 0.966 1.272 -1.521
H 1.076 2.214 -2.058
H 0.414 2.252 0.261
H 1.128 0.339 -2.066
O -2.883 -3.807 1.188
C -2.339 -2.826 1.109
O 0.409 0.208 0.544
Li -1.094 -0.803 0.709
Cd 1.739 -0.130 2.065
```

Output
Spin multiplicity: 1
Kohn-Sham gap (eV): 5.2



Entry 5:
C17H21N3O3S2 in the gas phase. Source: the Open Molecules 2025 dataset; level of theory: the ωB97M-V functional and the def2-TZVPD basis.

Structure (XYZ):
```
46
Properties=species:S:1:pos:R:3
C 2.740 4.514 0.742
C 1.637 4.019 0.431
C 1.333 3.076 -0.623
N 0.483 1.844 -0.050
C 1.087 0.744 0.548
N 0.414 -0.180 1.313
C -0.943 -0.328 1.221
C -1.632 0.715 0.184
C -3.019 0.313 0.147
C -3.163 -0.915 0.903
S -1.849 -1.333 1.688
C -4.733 -1.196 0.775
H -5.080 -1.307 1.736
H -4.733 -2.257 0.660
C -5.218 -0.369 -0.335
H -5.343 -0.925 -1.027
H -6.171 -0.172 0.104
C -4.256 0.773 -0.278
H -4.445 1.813 0.135
H -4.111 1.176 -1.279
C -1.004 1.824 -0.382
O -1.602 2.777 -0.822
S 2.781 1.195 0.950
C 3.147 -0.393 1.969
H 4.183 -0.069 1.995
H 2.537 -0.575 2.552
C 3.339 -1.815 0.842
O 4.425 -1.801 0.325
N 2.083 -2.307 0.759
H 1.353 -1.865 1.063
C 2.041 -3.247 -0.341
C 1.150 -3.006 -1.635
C 1.716 -1.669 -2.187
O 1.077 -0.659 -1.717
H 0.127 -0.601 -1.913
H 1.540 -1.573 -3.250
H 2.787 -1.586 -2.222
H 0.144 -2.805 -0.930
H 1.183 -3.772 -2.193
H 2.927 -3.494 -0.512
H 1.659 -4.295 0.377
H 0.381 3.487 -1.125
H 1.989 2.559 -1.028
H 0.576 4.241 1.018
H 2.760 5.343 1.318
H 3.704 4.100 0.096
```

Output
SMILES: C=CCn1c(SCC(=O)NCCCO)nc2sc3c(c2c1=O)CCC3
Spin multiplicity: 1
Kohn-Sham gap (eV): 7.9



Entry 6:
C5H3F in the gas phase. Source: the Open Molecules 2025 dataset; level of theory: the ωB97M-V functional and the def2-TZVPD basis.

Structure (XYZ):
```
9
Properties=species:S:1:pos:R:3
C 0.006 0.507 0.350
C 1.318 -0.115 -0.062
C 2.470 -0.381 -0.216
C -1.257 -0.297 0.126
C -2.391 -0.515 -0.301
H 0.084 0.677 1.435
H 3.386 -0.778 -0.569
H -3.381 -0.871 -0.461
F -0.235 1.774 -0.303
```

Output
SMILES: C#CC(F)C#C
Spin multiplicity: 1
Kohn-Sham gap (eV): 11.6



Entry 7:
A molecular structure, C6H9N3. Source: the Open Molecules 2025 dataset; level of theory: the ωB97M-V functional and the def2-TZVPD basis.

Structure (XYZ):
```
18
Properties=species:S:1:pos:R:3
C 7.912 13.907 1.392
C 8.762 12.896 2.010
N 9.401 12.084 2.443
H 7.460 14.619 2.082
H 7.232 13.482 0.653
H 8.622 14.537 0.857
C 8.798 10.704 3.692
C 8.264 9.917 4.872
N 7.897 9.318 5.810
H 8.231 10.282 2.862
H 9.875 10.569 3.588
H 8.376 11.700 3.830
C 6.532 7.070 3.103
C 7.520 8.160 2.915
N 8.362 8.974 2.798
H 7.094 6.144 3.219
H 6.142 7.052 2.085
H 5.593 7.226 3.635
```

Output
Spin multiplicity: 1
Kohn-Sham gap (eV): 9.3



- Which formula does entry 4 have?
  C3H3CdLiO2



- spin multiplicity of number 3 (C48H75N11O3P2)?
  1